Record 1
Formula: C42H79N9O7SSi
Source: the Open Molecules 2025 dataset
Level of theory: ωB97M-V with the def2-TZVPD basis set

Calculated values
* orbital gap: 7.7 eV
* SMILES string: Cc1cc([Si](C)(C)C)cc2c1Nc1cc(CCCCCN)ccc1S2.CN(C)C=O.CN(C)C=O.CN(C)C=O.CN(C)C=O.CN(C)C=O.CN(C)C=O.CN(C)C=O

Structure (XYZ):
```
139
C42H79N9O7SSi ωB97M-V with the def2-TZVPD basis set
C 1.55 -5.05 3.57
H 4.50 2.29 -3.93
C 1.08 6.90 -3.80
C -7.95 1.39 0.22
N 6.10 2.44 -2.61
H -3.86 -5.70 -3.03
H 2.95 4.30 -3.86
H 8.06 -2.31 6.35
H 6.69 -2.51 2.54
C -7.80 -2.89 -0.23
N 2.24 6.17 -3.32
H 6.45 -5.60 0.46
N -1.33 4.01 -6.67
C -3.23 -5.27 -2.13
C -7.02 3.25 1.60
H 6.83 -1.08 5.95
H 6.12 -1.08 1.18
C -7.84 -4.56 -0.31
H 6.17 -0.69 -0.68
H 0.24 6.70 -3.14
H 7.77 -1.32 0.12
O 4.41 6.26 -2.54
C -2.19 -4.01 -2.36
H 0.81 2.04 1.43
H -6.14 3.53 2.18
H -6.64 -7.13 -1.28
H -0.94 2.89 -0.22
H -6.60 -7.09 0.65
Si 5.94 -3.18 -0.26
N -1.25 1.79 1.54
H 0.84 6.56 -4.81
C 6.60 -1.42 0.15
N 6.93 -2.66 4.60
H -4.18 -7.85 0.43
H 6.80 4.20 -1.76
H -2.17 4.49 7.55
H -1.95 3.67 1.02
H -8.08 -2.64 0.89
H 1.27 7.98 -3.82
H 8.34 -1.18 4.99
H -2.61 2.33 0.07
C 1.38 -2.80 -0.11
O -5.57 0.04 0.79
N -6.46 -2.31 -0.59
C 5.84 3.73 -2.00
C -3.14 3.83 5.06
H 0.29 0.53 2.24
H -2.09 6.24 7.24
H -8.31 0.47 0.68
H -6.44 -1.88 -1.54
C -6.07 -6.69 -0.34
H -2.01 -3.48 -3.41
H 0.14 0.68 0.47
H 1.19 4.37 -3.56
H -1.75 5.57 -5.35
H 5.28 3.58 -1.07
H -2.37 3.14 5.40
N -0.63 -3.67 1.65
C -2.53 -5.42 0.68
H 2.35 4.43 -2.19
H 0.53 -5.61 3.33
H -2.63 -5.88 1.77
C -6.26 -5.05 -0.42
C 0.87 -3.59 1.27
H -2.74 4.32 -8.16
H -3.11 4.45 -5.64
H 6.74 -3.65 -2.73
O -3.23 1.89 2.75
N -6.88 1.93 1.03
C 7.10 -4.63 0.24
C 5.78 -3.25 -2.21
H -1.73 3.94 -4.63
H -8.60 -2.53 -1.01
C -2.09 1.46 2.58
C 6.24 -2.11 3.46
H 2.39 -5.82 3.88
H -3.02 4.02 3.99
H -7.16 3.97 0.79
H 0.47 3.61 -7.61
H -0.95 -2.69 1.89
H -8.78 2.11 0.15
H -1.06 5.13 6.31
H 6.03 2.92 -4.63
O 0.76 4.43 -5.77
H 7.85 -4.96 -0.63
H -1.46 3.17 -8.59
H -5.90 -4.73 -1.50
H 3.29 -2.10 -1.56
H 7.50 -4.34 5.68
H -2.73 2.69 -7.44
C -2.11 3.52 -7.79
H -8.50 -4.91 -1.23
H 3.35 7.91 -3.06
H -8.25 -4.99 0.71
H 4.49 -4.63 2.49
C 2.07 -4.25 2.22
H -7.57 1.17 -0.78
H 5.27 4.37 -2.67
H 1.35 -4.36 4.49
H 5.38 -2.22 -2.63
C 7.58 -1.76 5.53
S -0.05 -2.10 -1.17
C 2.17 4.73 -3.23
C 2.95 -2.66 -0.57
H -6.08 -1.67 0.15
H -5.00 1.66 1.87
C 0.08 1.22 1.42
C 6.95 -4.03 4.78
H -5.62 -4.59 0.46
H -7.90 3.27 2.25
C -1.45 -4.19 0.47
C 3.40 6.81 -2.95
H -3.82 7.00 6.08
H -4.13 3.39 5.23
C -2.03 4.52 -5.51
C 4.12 -3.36 0.41
C -1.71 2.72 0.54
O -4.86 6.01 4.64
H -1.65 0.74 3.29
C 3.68 -4.14 1.78
C -4.50 -7.18 -0.48
C 6.81 1.49 -1.90
O 6.42 -4.85 4.04
C -3.97 6.08 5.48
N -3.06 5.09 5.77
C -3.41 -5.97 -0.62
C -1.33 -3.51 -1.06
H 5.19 -2.41 3.49
C 5.59 2.19 -3.94
C 0.04 4.02 -6.68
H 4.90 -4.03 -2.42
O 7.26 1.64 -0.77
H 6.94 0.55 -2.46
H 7.78 -4.42 1.17
H -4.39 -7.86 -1.46
C -5.75 1.16 1.24
H 5.85 1.18 -4.28
H 6.32 -1.02 3.45
C -2.04 5.25 6.78
```

Here are the Löwdin charges for atoms 1 to 4, given in e:
1. C -0.12
2. H 0.08
3. C -0.07
4. C -0.05

Record 2
Formula: C24H38CrN3O2P2S3Se
Source: the Open Molecules 2025 dataset
Level of theory: ωB97M-V with the def2-TZVPD basis set

Calculated values
* charge: +2
* <S²>: 3.95
* orbital gap (alpha / beta): 6.4 / 7.3 eV
* multiplicity: 4

Structure (XYZ):
```
74
C24H38CrN3O2P2S3Se ωB97M-V with the def2-TZVPD basis set
H -0.64 3.12 3.78
H 3.82 -1.60 -0.17
H -1.81 -4.78 -0.96
H -5.12 1.82 -0.05
N -4.56 0.99 0.02
H -0.76 2.58 -3.28
N 1.27 3.50 -1.75
C 0.17 4.30 2.18
C -1.37 5.19 3.82
H -2.87 -3.54 -0.15
H 3.04 -0.15 2.10
C -0.52 -0.30 -4.59
H -2.41 2.36 -2.63
Se 1.49 0.59 -2.08
C -0.67 6.56 2.01
H 1.82 2.98 3.90
C -0.09 -3.62 -2.85
C 3.67 -2.65 -0.04
H 5.43 -3.02 -1.14
C 1.97 2.20 3.12
H -3.17 -0.61 -4.19
H 5.16 -5.54 -1.12
H 1.25 -1.87 3.80
N -2.63 2.17 0.65
C -2.86 -0.81 -3.12
H -0.64 7.52 1.51
C -3.27 1.00 0.43
C 2.61 -3.20 0.65
H -3.46 -2.75 -2.36
H 0.92 -3.32 -2.70
Cr -0.55 -0.53 -0.93
C 0.05 5.52 1.44
C -1.43 6.42 3.17
H 2.87 -2.46 3.24
H 0.60 0.56 2.95
H 0.44 0.20 -4.66
H -2.08 2.14 -4.43
H -0.39 -3.43 -3.89
H -1.61 2.22 0.80
C 4.44 -4.89 -0.62
P -1.35 0.22 -2.99
C 1.57 0.76 3.48
O 0.14 1.89 1.13
H 3.45 -0.22 3.73
H -0.25 -4.69 -2.66
S 1.27 -2.25 1.47
H -1.16 0.01 -5.42
H 1.56 -5.03 1.10
C 2.07 -1.74 3.09
H -2.48 -2.85 -3.79
C 2.59 -0.29 3.06
H 3.05 2.27 2.88
P -1.16 -2.59 -1.73
C 1.35 2.35 -1.83
H -3.64 -0.40 -2.49
C -1.85 -3.80 -0.48
H -5.07 0.11 0.04
H -1.21 -3.85 0.39
S -2.41 -0.46 0.59
S 1.15 2.93 1.61
C -0.63 4.11 3.31
H -0.36 -1.41 -4.65
H 0.47 5.57 0.46
H -1.90 4.93 4.74
C -1.70 2.02 -3.39
C 4.59 -3.49 -0.65
C 2.44 -4.58 0.64
H 3.17 -6.53 0.00
H 1.36 0.65 4.57
C -2.60 -2.30 -2.87
O 1.22 -1.06 0.54
H -2.00 7.27 3.58
H -3.12 3.02 0.68
C 3.33 -5.44 0.00
```

Here are the Löwdin charges for atoms 1 to 4, given in e:
1. H 0.11
2. H 0.11
3. H 0.06
4. H 0.12

> What is the formula in the first record?

C42H79N9O7SSi